No. 1
Entry from the OMol25 dataset: the molecule C2H5NO2 (the ωB97M-V functional and the def2-TZVPD basis).

Positions of all 10 atoms, in Å:
N -0.765 -1.378 -1.335
C -0.151 -0.264 -0.941
O -0.352 -0.169 0.387
C 0.189 0.993 1.018
O 1.456 1.335 0.580
H -1.295 -1.978 -0.709
H -0.713 -1.640 -2.305
H -0.461 1.851 0.825
H 0.161 0.735 2.085
H 1.932 0.514 0.395

Calculated values
LUMO level   0.037 Ha
HOMO energy   -8.83 eV
E_tot   -284.3787 Eh

natural (NBO) atomic charge list, values in e, 6 entries:
1 N -0.809
2 C 0.267
3 O -0.561
4 C 0.246
5 O -0.699
6 H 0.379

***

No. 2
Entry from the OMol25 dataset: the molecule C2H5NO2 in a non-equilibrium geometry (the ωB97M-V functional and the def2-TZVPD basis).

Positions of all 10 atoms, in Å:
C 1.515 -0.004 0.045
C 0.302 0.181 0.534
N -0.733 0.853 -0.297
O -1.970 0.692 0.122
O -2.472 -0.749 0.009
H 2.217 -0.088 0.780
H 1.666 0.213 -1.031
H 0.044 0.409 1.531
H -0.514 0.867 -1.247
H -2.615 -0.919 0.911

Calculated values
LUMO level   0.040 Ha
HOMO energy   -9.20 eV
SMILES   C=CNOO
E_tot   -284.2400 Eh

natural (NBO) atomic charge list, values in e, 6 entries:
1 C -0.448
2 C -0.032
3 N -0.276
4 O -0.143
5 O -0.511
6 H 0.212

***

No. 3
Entry from the OMol25 dataset: the molecule C2H5NO2 in a non-equilibrium geometry (the ωB97M-V functional and the def2-TZVPD basis).

Positions of all 10 atoms, in Å:
N -0.743 1.234 -0.021
C -0.611 -0.109 0.008
O -1.505 -0.833 -0.028
C 0.678 -0.694 0.110
O 1.888 0.148 -0.158
H -1.707 1.780 0.017
H 0.168 1.747 0.210
H 1.059 -1.461 0.811
H 0.500 -1.288 -0.709
H 1.714 0.882 0.593

Calculated values
LUMO level   0.017 Ha
HOMO energy   -10.10 eV
SMILES   NC(=O)CO
E_tot   -284.3833 Eh

natural (NBO) atomic charge list, values in e, 6 entries:
1 N -0.834
2 C 0.623
3 O -0.588
4 C -0.214
5 O -0.696
6 H 0.432

***

No. 4
Entry from the OMol25 dataset: C2H5NO2P as an isolated structure in a non-equilibrium geometry (the ωB97M-V functional and the def2-TZVPD basis).

Positions of all 11 atoms, in Å:
C 0.435 -1.207 0.098
C 0.334 0.276 -0.226
N -2.420 1.078 0.306
O -3.129 -0.199 0.342
O -0.948 -1.505 0.217
P -1.700 -0.208 -0.629
H 0.889 -1.750 -0.727
H 1.006 -1.445 1.064
H 0.163 0.931 0.678
H 1.168 0.711 -0.758
H -3.200 1.639 -0.081

Calculated values
LUMO level   0.170 Ha
HOMO energy   -2.62 eV
Total charge   -1
E_tot   -625.7221 Eh

natural (NBO) atomic charge list, values in e, 6 entries:
1 C -0.082
2 C -0.808
3 N -0.719
4 O -0.734
5 O -0.824
6 P 1.202

***

- Which of these has the lowest HOMO energy?
  number 3

***

- What is the formula in the second record?
  C2H5NO2

***

- Which value of LUMO level does entry 3 give?
  0.017 Ha

***

- Which formula does entry 1 have?
  C2H5NO2